Below is C22H37N12O4SV as an isolated structure, with properties calculated with the ωB97M-V functional and the def2-TZVPD basis.

Cartesian coordinates (Å):
1 V -0.774 1.034 0.098
2 C 0.132 3.159 2.117
3 C -0.304 1.947 2.934
4 N -1.302 1.132 2.217
5 C -2.703 1.578 2.304
6 C -2.973 2.779 1.409
7 N -2.309 2.681 0.074
8 C -1.659 3.963 -0.322
9 C -0.120 3.921 -0.197
10 N 0.310 2.831 0.683
11 H 1.062 3.554 2.531
12 H -0.605 3.958 2.198
13 H -0.684 2.280 3.906
14 H 0.558 1.306 3.122
15 H -1.262 0.184 2.578
16 H -2.980 1.834 3.333
17 H -3.315 0.733 1.991
18 H -2.617 3.686 1.893
19 H -4.051 2.901 1.289
20 H -3.016 2.459 -0.616
21 H -2.065 4.770 0.290
22 H -1.932 4.199 -1.350
23 H 0.242 4.894 0.149
24 H 0.334 3.749 -1.170
25 H 1.292 2.584 0.536
26 C -0.270 -5.721 0.530
27 C -1.262 -4.626 0.599
28 N -2.484 -4.727 1.021
29 N -2.991 -3.478 0.883
30 C -2.121 -2.598 0.370
31 S -2.481 -0.975 0.004
32 N -1.002 -3.333 0.203
33 N 0.164 -2.895 -0.437
34 H -0.696 -6.603 1.000
35 H 0.641 -5.454 1.068
36 H -0.014 -5.954 -0.504
37 H -3.941 -3.276 1.144
38 H 0.903 -3.536 -0.163
39 H 0.404 -1.972 -0.050
40 O 2.569 1.142 0.929
41 C 1.946 0.093 1.078
42 O 0.841 -0.212 0.486
43 C 2.526 -0.992 1.949
44 C 3.867 -0.955 2.319
45 C 4.398 -1.943 3.136
46 C 3.594 -2.974 3.603
47 C 2.264 -2.983 3.228
48 C 1.712 -2.015 2.412
49 N 1.388 -4.076 3.695
50 O 0.263 -4.128 3.225
51 O 1.871 -4.915 4.418
52 H 4.481 -0.141 1.960
53 H 5.442 -1.914 3.414
54 H 3.980 -3.755 4.241
55 H 0.664 -2.054 2.159
56 C 1.218 1.202 -2.339
57 N 1.646 1.101 -3.720
58 C 1.314 -0.240 -4.211
59 N -0.123 -0.498 -4.131
60 C -0.547 -0.375 -2.750
61 N -0.255 0.983 -2.179
62 C -0.949 1.960 -3.063
63 N -0.539 1.862 -4.449
64 C 0.910 2.081 -4.518
65 C -0.822 0.506 -4.929
66 H 1.468 2.195 -1.959
67 H 1.735 0.462 -1.730
68 H 1.846 -0.981 -3.612
69 H 1.638 -0.329 -5.249
70 H -0.038 -1.118 -2.142
71 H -1.621 -0.548 -2.678
72 H -0.732 2.969 -2.714
73 H -2.025 1.778 -2.989
74 H 1.139 3.085 -4.154
75 H 1.229 2.008 -5.558
76 H -0.507 0.426 -5.970
77 H -1.898 0.324 -4.875

Forces on atoms 1 to 3 (eV/Å):
0.064 -0.305 -0.282
0.025 0.001 0.002
-0.014 -0.004 -0.019

Calculated values
2S+1: 4
F_max: 0.8 eV/Å
energy relative to the best compared isomer or geometry (same formula, charge and spin): 0.00 kJ/mol
total charge: +1
E: -86003.5936 eV
gap between HOMO and LUMO (alpha / beta): 7.513 / 8.359 eV
highest occupied orbital energy (alpha / beta): -10.30 / -11.15 eV